Entry 1:
{"formula": "C24H71N13O9", "method": "the ωB97M-V functional and the def2-TZVPD basis", "symbols": ["C", "O", "C", "C", "C", "N", "H", "H", "H", "H", "H", "H", "H", "H", "H", "H", "H", "C", "O", "C", "C", "C", "N", "H", "H", "H", "H", "H", "H", "H", "H", "H", "H", "H", "C", "O", "C", "C", "C", "N", "H", "H", "H", "H", "H", "H", "H", "H", "H", "H", "H", "C", "O", "C", "C", "C", "N", "H", "H", "H", "H", "H", "H", "H", "H", "H", "H", "H", "C", "O", "C", "C", "C", "N", "H", "H", "H", "H", "H", "H", "H", "H", "H", "H", "H", "N", "C", "N", "O", "H", "H", "H", "H", "N", "C", "N", "O", "H", "H", "H", "H", "N", "C", "N", "O", "H", "H", "H", "H", "N", "C", "N", "O", "H", "H", "H", "H"], "positions_angstrom": [[3.38573, 3.77950, 7.02833], [2.44498, 4.69709, 6.46013], [3.03792, 5.89046, 5.91355], [1.93762, 6.53666, 5.11179], [1.70448, 6.03286, 3.70464], [2.24365, 7.95440, 4.88858], [4.13359, 3.37703, 6.34510], [2.81241, 3.04204, 7.59010], [3.99803, 4.35261, 7.72455], [3.56524, 6.49895, 6.64824], [3.91268, 5.63712, 5.31462], [1.01915, 6.46641, 5.69451], [1.63090, 4.94542, 3.69123], [2.48532, 6.39186, 3.03418], [0.71370, 6.24818, 3.30451], [1.37096, 8.40737, 4.65762], [2.43004, 8.22051, 5.84490], [-2.41180, -2.36092, -10.68009], [-3.00322, -2.24666, -9.41715], [-2.28333, -2.23719, -8.24610], [-3.13555, -1.74007, -7.00071], [-2.48603, -2.00875, -5.68470], [-4.41661, -2.35867, -7.04099], [-1.78644, -3.25339, -10.65774], [-1.79021, -1.47869, -10.83306], [-3.17771, -2.43173, -11.45240], [-1.74269, -3.17552, -8.12228], [-1.55337, -1.42848, -8.28165], [-3.33570, -0.67520, -7.11932], [-1.84078, -1.20381, -5.33281], [-2.04174, -3.00069, -5.76700], [-3.23132, -2.21694, -4.91704], [-4.63937, -2.39859, -8.02532], [-5.02016, -1.62797, -6.69184], [-7.53126, 2.25386, -1.76859], [-6.23294, 2.02712, -2.19948], [-5.30664, 2.51046, -1.32359], [-5.07964, 4.10823, -1.45531], [-4.82028, 4.66393, -2.95721], [-4.08521, 4.63497, -0.55440], [-7.69260, 2.33173, -0.69340], [-8.16504, 1.42335, -2.07949], [-7.93805, 3.16025, -2.21702], [-5.50072, 2.28102, -0.27584], [-4.38198, 1.94068, -1.41559], [-6.02633, 4.55227, -1.14755], [-4.03829, 5.41547, -2.84859], [-5.72335, 4.98481, -3.47644], [-4.45226, 3.88226, -3.62178], [-3.15717, 4.27633, -0.72825], [-4.28750, 4.29344, 0.37432], [2.81634, -2.20562, 4.82704], [3.49940, -3.17272, 4.05200], [4.77084, -2.75125, 3.61589], [5.73818, -4.02948, 3.68810], [7.12975, -3.49350, 3.98544], [5.68384, -4.79055, 2.40124], [3.37132, -1.73000, 5.63567], [2.00183, -2.72360, 5.33337], [2.40440, -1.40667, 4.21055], [4.71539, -2.34108, 2.60752], [5.03367, -1.89906, 4.24262], [5.46594, -4.69543, 4.50694], [7.20780, -3.25038, 5.04511], [7.24247, -2.66388, 3.28750], [7.94375, -4.21573, 3.92297], [6.08386, -4.08895, 1.79474], [4.69960, -4.80759, 2.17518], [-2.25943, 1.22400, 5.20966], [-2.77752, -0.08009, 4.92337], [-3.95182, -0.07995, 4.11215], [-4.56503, -1.50594, 3.87734], [-5.80366, -1.49506, 3.02090], [-5.00050, -1.84843, 5.20123], [-1.42968, 0.82399, 5.79241], [-3.02711, 1.65549, 5.85198], [-1.92744, 1.93305, 4.45130], [-4.67788, 0.54568, 4.63131], [-3.61976, 0.34609, 3.16540], [-3.82425, -2.26976, 3.64084], [-5.45626, -1.24676, 2.01801], [-6.56556, -0.80999, 3.39272], [-6.29940, -2.46575, 3.03077], [-5.46654, -1.07437, 5.65260], [-4.11879, -1.76082, 5.68602], [6.90288, 0.08019, -3.03538], [5.74593, 0.55825, -2.79084], [5.05776, -0.27640, -2.11307], [5.23001, 1.56759, -3.19930], [7.50147, 0.87357, -3.21523], [7.26335, -0.79570, -2.68467], [4.08775, 0.00347, -2.08404], [5.38233, -1.15669, -1.73907], [0.75673, -4.74093, 0.93069], [0.68776, -4.27104, -0.27548], [0.10734, -5.08716, -1.04541], [1.14403, -3.14383, -0.56055], [1.07011, -4.10278, 1.64809], [0.49900, -5.66818, 1.23707], [0.26423, -4.80537, -2.00253], [-0.49175, -5.85160, -0.76822], [3.30829, -2.89430, -5.41301], [2.84577, -4.05982, -5.72900], [3.51363, -4.53754, -6.74089], [1.94907, -4.66622, -5.21684], [2.91576, -2.46846, -4.58554], [4.28566, -2.79156, -5.64602], [3.26781, -5.46474, -7.05708], [4.31073, -3.94789, -6.93334], [1.48042, 0.97384, 1.01491], [0.72554, 1.55366, 0.16933], [0.53588, 0.89899, -0.93262], [0.08925, 2.52168, 0.36991], [1.68106, 0.00942, 0.79189], [1.74165, 1.49035, 1.84259], [-0.25091, 1.25195, -1.45843], [0.84259, -0.05401, -1.06597]], "e_above_lowest_ev": 7.690, "total_energy_ev": -63833.0154, "lumo_energy_ha": 0.000, "homo_ev": -8.646, "molar_mass_g_mol": 685.91, "charge": 0}


Entry 2:
{"formula": "C3H38NO14S2", "method": "the ωB97M-V functional and the def2-TZVPD basis", "symbols": ["N", "C", "C", "C", "S", "S", "H", "H", "H", "H", "H", "H", "H", "H", "H", "H", "H", "H", "O", "H", "H", "O", "H", "H", "O", "H", "H", "O", "H", "H", "O", "H", "H", "O", "H", "H", "O", "H", "H", "O", "H", "H", "O", "H", "H", "O", "H", "H", "O", "H", "H", "O", "H", "H", "O", "H", "H", "O"], "positions_angstrom": [[0.22392, -1.36466, 0.54723], [0.22789, -0.08913, -0.27137], [0.24509, 1.12390, 0.60484], [-1.16805, -0.12739, -0.97925], [-1.50584, -1.39654, -2.23303], [-2.05888, -3.11031, -1.29730], [-0.51408, -1.22030, 1.27346], [0.14434, -2.21226, -0.00995], [1.18522, -1.38416, 1.04274], [1.03072, -0.12664, -1.02009], [1.21966, 1.34506, 1.04503], [0.01669, 2.03663, 0.03407], [-0.49619, 1.06739, 1.40591], [-1.94266, 0.03418, -0.27717], [-1.16748, 0.74446, -1.63373], [-3.33044, -2.87241, -1.00416], [4.08406, -2.63671, 0.73302], [3.39970, -2.35536, -0.68444], [3.37978, -2.17288, 0.27297], [-3.87824, -2.40331, 1.76785], [-3.03441, -1.27717, 1.06828], [-2.98876, -2.12526, 1.52681], [-0.74898, 3.83307, 1.83280], [-1.45744, 4.25836, 3.21186], [-0.73401, 3.78888, 2.79616], [-1.91084, 3.28209, -0.52426], [-2.79197, 4.43528, 0.13977], [-2.04738, 3.84679, 0.28197], [2.22218, -4.21077, 0.40474], [1.01839, -4.77041, 0.85294], [1.48270, -3.92707, 0.98325], [2.94497, 1.54363, -0.88906], [3.03247, 2.40408, -2.04502], [2.64298, 1.55109, -1.81133], [0.14936, -1.08036, 3.51718], [1.46944, -0.94412, 4.22199], [1.12090, -1.01192, 3.32383], [-1.73899, -0.05297, 3.56562], [-2.14403, -1.51041, 3.03001], [-1.47423, -0.97144, 3.48784], [1.00890, 1.97405, -2.16841], [0.37842, 3.26727, -2.89597], [0.18255, 2.44006, -2.45126], [-2.42528, 2.27664, 0.88845], [-2.68801, 1.68285, 2.23682], [-2.77186, 1.45330, 1.30513], [5.01725, -1.12938, -2.39118], [4.05561, -1.91084, -3.29702], [4.48550, -1.92954, -2.43623], [-1.87115, 2.37997, -2.64105], [-3.34476, 2.14118, -2.12164], [-2.51030, 2.59598, -1.96521], [3.37686, -0.64491, 0.69604], [3.85399, 0.43328, 1.66950], [3.31332, 0.34338, 0.87620], [1.57331, 4.17704, -0.92403], [2.56875, 4.31617, 0.26204], [2.36247, 3.80186, -0.52508]], "total_energy_ev": -55549.1593, "lumo_energy_ha": -0.082, "homo_ev": -11.836, "molar_mass_g_mol": 376.46, "charge": 1}